DFT (the ωB97M-V functional and the def2-TZVPD basis) results for an isolated molecule of C8H12N2 in a non-equilibrium geometry.

Calculated values
SMILES = C=CCC[C@H](C#N)/N=C/C
2S+1 = 1
gap between HOMO and LUMO = 10.5 eV
highest occupied orbital energy = -9.529 eV
energy relative to the best compared isomer or geometry (same formula, charge and spin) = 82.5 kcal/mol

Positions of all 22 atoms, in Å:
N (0.291, 1.091, -1.048)
N (-2.704, -0.551, -0.519)
C (0.107, 2.165, -3.245)
C (-0.218, 0.076, -0.094)
C (-1.632, -0.290, -0.299)
C (0.519, -1.307, -0.011)
C (0.060, 0.959, -2.305)
C (-0.096, 0.047, 3.244)
C (0.766, -0.705, 2.575)
C (0.390, -1.728, 1.503)
H (-0.633, -2.023, 1.732)
H (-1.040, -0.053, 2.907)
H (-0.010, 3.038, -2.656)
H (0.697, 1.976, -4.066)
H (1.830, -0.520, 2.787)
H (-0.234, 0.048, -2.741)
H (-0.922, 2.301, -3.698)
H (-0.002, 0.528, 0.941)
H (0.105, -2.102, -0.548)
H (1.607, -1.021, -0.174)
H (0.217, 0.721, 4.053)
H (0.903, -2.650, 1.661)


DFT (the ωB97M-V functional and the def2-TZVPD basis) results for an isolated molecule of C8H12N2O2 in a non-equilibrium geometry.

Calculated values
SMILES = CN[C@@H]1CCCc2o[nH]c(=O)c21
2S+1 = 1
gap between HOMO and LUMO = 9.3 eV
highest occupied orbital energy = -8.471 eV
energy relative to the best compared isomer or geometry (same formula, charge and spin) = 69.3 kcal/mol

Positions of all 24 atoms, in Å:
O (2.692, -1.179, 0.677)
O (0.319, -2.772, -1.311)
N (2.259, -2.261, -0.175)
N (-1.049, 0.181, -1.580)
C (-0.703, 0.006, -0.165)
C (-2.471, -0.005, -1.896)
C (1.602, -0.357, 0.832)
C (0.102, 1.393, 1.827)
C (0.606, -0.740, -0.038)
C (-0.615, 1.398, 0.480)
C (1.005, -2.025, -0.603)
C (1.569, 0.941, 1.612)
H (-0.454, 0.699, 2.473)
H (-0.438, -0.433, -2.149)
H (-2.629, 0.364, -2.907)
H (-1.620, 1.847, 0.594)
H (2.090, 0.792, 2.587)
H (2.904, -2.904, -0.682)
H (-2.756, -1.067, -1.867)
H (0.107, 2.384, 2.294)
H (2.071, 1.695, 1.082)
H (-3.095, 0.574, -1.191)
H (-0.055, 2.067, -0.200)
H (-1.444, -0.599, 0.306)


DFT (the ωB97M-V functional and the def2-TZVPD basis) results for an isolated molecule of C8H12N2O5 in a non-equilibrium geometry.

Calculated values
2S+1 = 3
gap between HOMO and LUMO (spin up / spin down) = 5.1 / 7.9 eV
highest occupied orbital energy (spin up / spin down) = -4.429 / -10.198 eV

Positions of all 27 atoms, in Å:
O (0.194, -2.618, -0.931)
O (-3.545, 1.338, 0.554)
O (0.926, -0.230, -2.021)
O (-0.042, 0.994, -0.325)
O (-2.501, -1.580, 0.351)
N (3.136, -0.866, -0.058)
N (2.326, 0.771, 1.200)
C (-0.031, -1.438, -0.213)
C (3.562, 0.512, 1.633)
C (-2.368, 1.549, -0.092)
C (4.048, -0.509, 0.859)
C (2.098, -0.085, 0.150)
C (0.793, -0.154, -0.640)
C (-1.495, -0.859, -0.338)
C (-1.265, 0.551, 0.250)
H (-3.582, 0.385, 0.587)
H (-1.716, -0.961, -1.357)
H (-1.162, 0.445, 1.344)
H (-2.466, 1.428, -1.235)
H (-2.024, 2.546, 0.295)
H (0.669, -2.423, -1.768)
H (4.939, -1.239, 1.010)
H (-2.071, -2.386, 0.282)
H (1.287, 0.672, -2.257)
H (3.838, 1.012, 2.430)
H (1.757, 1.524, 1.586)
H (0.247, -1.651, 0.915)


DFT (the ωB97M-V functional and the def2-TZVPD basis) results for a structure of composition C8H12N2PTi in a non-equilibrium geometry.

Calculated values
2S+1 = 2
gap between HOMO and LUMO (spin up / spin down) = 5.0 / 4.9 eV
highest occupied orbital energy (spin up / spin down) = -6.023 / -5.987 eV
energy relative to the best compared isomer or geometry (same formula, charge and spin) = 48.1 kcal/mol

Positions of all 24 atoms, in Å:
Ti (-0.663, -1.406, 0.949)
P (-0.063, -3.482, -0.303)
N (0.166, -0.610, 2.480)
N (0.278, 0.095, 1.075)
C (-1.601, 1.438, -2.561)
C (0.631, 0.269, 3.387)
C (0.228, 0.393, -1.587)
C (0.547, 1.766, -1.731)
C (-1.086, 0.166, -2.176)
C (-0.585, 2.388, -2.311)
C (0.817, 1.498, 2.785)
C (0.627, 1.365, 1.405)
H (-0.178, -4.487, 0.740)
H (-0.555, 3.396, -2.809)
H (0.696, 2.122, 0.652)
H (0.692, -0.098, 4.392)
H (1.071, 2.408, 3.320)
H (0.803, -0.468, -1.184)
H (0.552, -1.616, 2.444)
H (1.094, -4.026, -0.959)
H (1.488, 2.235, -1.508)
H (-1.001, -4.132, -1.177)
H (-1.466, -0.874, -2.211)
H (-2.493, 1.662, -3.112)